Record 1
DFT (wB97M-V/def2-TZVPD) results for the ion C5H12ClN2 with charge +1 at a distorted geometry.

Structure (XYZ):
```
20
Properties=species:S:1:pos:R:3:lowdin_charge:R:1
Cl 2.81871 -0.15652 0.38691 0.74
N -1.17396 -0.17840 0.38312 0.09
N 1.60547 0.88050 0.80072 -0.42
C -0.22650 -0.63746 1.47934 -0.10
C 0.79774 0.44574 1.87179 -0.32
C -0.67016 1.29580 -1.63586 -0.01
C 0.18873 -1.07629 -1.44738 -0.06
C -0.40758 0.10525 -0.80628 -0.32
H -0.05624 1.19246 -2.55274 0.12
H -0.74325 -1.25149 2.32301 0.18
H -1.61406 0.70209 0.78341 0.22
H 0.13547 -2.02829 -0.87122 0.11
H -0.25242 2.11422 -1.04090 0.09
H -1.70254 1.53155 -1.77298 0.09
H 0.19904 -1.20711 -2.55511 0.13
H -1.88157 -0.81397 0.22411 0.15
H 0.19627 1.31972 2.18576 0.13
H 0.28327 -1.35205 0.82037 0.08
H 1.22868 -0.88747 -1.27629 0.02
H 1.27490 0.00173 2.70024 0.11
```

Calculated values
Lowest unoccupied orbital energy (spin up / spin down)   -4.80 / -4.12 eV
F_max   5.4 eV/Å
Charge   +1
Kohn-Sham gap (spin up / spin down)   7.76 / 9.27 eV
HOMO (spin up / spin down)   -0.4615 / -0.4923 Eh
Total energy   -20870.819 eV

---

Record 2
DFT (wB97M-V/def2-TZVPD) results for a cluster of 2 separate species, C11H18NO in total at a distorted geometry.

Structure (XYZ):
```
31
Properties=species:S:1:pos:R:3:lowdin_charge:R:1
O -3.19863 1.34643 -0.44149 -0.04
N -0.67808 -1.17744 1.07994 -0.15
C 1.95898 -0.18659 -0.93427 -0.03
C 0.45021 -2.03724 1.78651 0.05
C -1.21748 -0.44072 -1.51677 0.02
C 0.97993 0.64447 -0.42996 -0.23
C -0.98099 0.27533 1.21204 -0.04
C 2.36796 2.57379 -0.61382 -0.05
C 3.25536 0.32757 -1.24382 0.00
C 3.39290 1.70429 -0.95051 -0.07
C 1.14845 2.00117 -0.22397 -0.03
C -1.96574 -1.97380 1.11220 0.00
C -0.39940 0.00219 -0.16551 -0.14
H 2.53936 3.63274 -0.48328 0.11
H -1.83317 -3.00432 0.89434 0.08
H -4.03249 1.81022 -0.43234 0.07
H -0.75802 0.01488 -2.40251 0.10
H -1.37641 -1.54337 -1.66452 0.11
H 0.39350 -1.92601 2.88951 0.11
H -2.18464 -0.09260 -1.32201 0.01
H 1.45251 -1.92251 1.50680 0.06
H -2.25455 -1.99637 2.21359 0.14
H 0.23671 -3.09053 1.43204 0.11
H 4.07569 -0.14618 -1.73094 0.10
H -2.53270 1.86023 -0.89643 0.06
H 1.81805 -1.23084 -1.00391 0.10
H -2.68866 -1.58379 0.42407 0.09
H 0.23015 2.51044 0.19795 0.14
H 4.30118 2.21824 -1.05866 0.09
H -0.44969 0.99875 1.79214 0.13
H -2.05029 0.43156 0.97358 0.10
```

Calculated values
Lowest unoccupied orbital energy   -2.74 eV
F_max   3.7 eV/Å
Charge   +1
Kohn-Sham gap   9.99 eV
HOMO   -0.4679 Eh
Total energy   -15227.065 eV

---

Record 3
DFT (wB97M-V/def2-TZVPD) results for the ion C4H6ClN2O with charge +1 at a distorted geometry.

Structure (XYZ):
```
14
Properties=species:S:1:pos:R:3:lowdin_charge:R:1
Cl 4.31830 0.03964 0.10451 0.94
O 1.88873 -2.11179 -0.34414 -0.02
N -1.01292 -0.23354 0.74376 0.18
N 0.74568 -1.70891 0.08070 -0.06
C -0.04641 -0.63437 -0.11331 -0.30
C 0.56657 0.49063 -0.85031 -0.08
C 1.68383 1.17568 0.06290 -0.08
C 2.88141 0.73988 0.18359 -0.47
H -1.53159 -1.00569 1.10676 0.12
H -1.45371 0.66249 0.54764 0.13
H -0.13411 1.30166 -1.35160 0.18
H 1.09999 0.08544 -1.72807 0.13
H 1.30383 2.00939 0.64779 0.14
H 0.26508 -2.43186 0.65097 0.19
```

Calculated values
Lowest unoccupied orbital energy (spin up / spin down)   -5.64 / -6.76 eV
F_max   3.8 eV/Å
Charge   +1
Kohn-Sham gap (spin up / spin down)   7.79 / 5.08 eV
HOMO (spin up / spin down)   -0.4937 / -0.4351 Eh
Total energy   -21782.399 eV

---

Record 4
DFT (wB97M-V/def2-TZVPD) results for the molecule C36H30O2 at a distorted geometry.

Structure (XYZ):
```
68
Properties=species:S:1:pos:R:3:lowdin_charge:R:1
O 2.48826 1.19595 -1.21673 0.11
O -1.56096 2.47149 -0.43590 0.07
C 3.40865 -2.29696 2.44568 -0.28
C -3.71034 -1.77400 1.80491 -0.29
C -2.59217 2.59434 -4.49680 -0.08
C -2.43006 0.27537 1.59655 -0.01
C 1.23663 -0.75557 1.30645 -0.11
C 4.50854 -3.08844 3.13273 -0.05
C 3.23382 4.09928 1.63358 -0.07
C -1.25100 -0.82330 -1.89133 -0.07
C -1.52678 -2.01308 -2.56594 -0.06
C 3.43657 -0.89835 2.40230 -0.03
C 0.04849 -0.50991 -1.44740 -0.20
C 0.01421 0.16440 0.85431 -0.13
C 1.21633 -2.15634 1.39772 -0.03
C 1.52282 1.49877 -0.53152 -0.26
C 0.66241 3.09447 1.34392 -0.04
C -3.60610 -0.38663 1.95639 -0.03
C 0.93095 4.05468 2.32101 -0.06
C -1.84879 1.87984 -5.43930 -0.08
C -1.59492 -1.79088 0.69963 -0.07
C -1.09013 1.87123 -2.68879 -0.13
C 0.17651 0.73527 -0.53780 -0.18
C 2.95925 3.19130 0.60935 -0.02
C -0.31047 1.24178 -3.67864 -0.03
C 2.29071 -2.90718 1.88771 -0.04
C -4.85070 -2.57025 2.34985 -0.06
C -0.86118 1.76861 -1.16450 -0.21
C -1.37158 -0.45873 1.03314 -0.16
C -0.49453 -2.93044 -2.76761 -0.09
C -2.21034 2.60743 -3.14913 -0.02
C -0.70603 1.19151 -5.02552 -0.06
C 1.67009 2.62971 0.48124 -0.15
C 2.37619 -0.15196 1.87125 -0.01
C 2.22469 4.53178 2.50354 -0.07
C -2.73287 -2.46134 1.10672 -0.03
C 0.80098 -2.63182 -2.33749 -0.06
C 1.07914 -1.41119 -1.68727 -0.03
H -0.84613 -2.28805 0.07976 0.09
H -0.35806 2.72984 1.24804 0.09
H 0.11509 4.42141 2.93867 0.11
H -3.46844 3.16092 -4.81987 0.10
H 2.45884 5.24759 3.28718 0.10
H 0.00928 0.95181 1.62327 0.12
H 3.75208 2.86320 -0.07098 0.12
H 2.42243 0.93729 1.93050 0.10
H 0.35995 -2.76763 1.11180 0.09
H 5.43715 -3.07156 2.53977 0.08
H -4.51346 -3.60616 2.50065 0.08
H -2.85876 -3.51216 0.84257 0.12
H 1.59030 -3.37584 -2.47553 0.11
H -2.12093 1.90579 -6.49857 0.11
H 2.22597 -3.99583 1.89568 0.11
H -5.18077 -2.10617 3.28244 0.08
H 4.25181 -4.14569 3.27742 0.07
H 0.61312 0.74217 -3.38531 0.12
H -0.10411 0.64061 -5.76008 0.11
H -2.06950 -0.10191 -1.70937 0.14
H 2.10531 -1.18455 -1.37049 0.12
H 4.71599 -2.63804 4.12043 0.08
H -0.74941 -3.86564 -3.26840 0.10
H 4.26180 4.43965 1.74553 0.10
H -4.46242 0.13556 2.39161 0.11
H -2.56463 -2.20151 -2.87556 0.12
H 4.29789 -0.36484 2.79737 0.11
H -2.36419 1.35880 1.73990 0.11
H -5.69283 -2.58535 1.64631 0.08
H -2.79962 3.19548 -2.44103 0.12
```

Calculated values
Lowest unoccupied orbital energy   -0.35 eV
F_max   2.9 eV/Å
Kohn-Sham gap   8.06 eV
HOMO   -0.3091 Eh
Total energy   -41912.796 eV
SMILES   Cc1ccc(C(c2ccc(C)cc2)C(C(=O)c2ccccc2)(C(=O)c2ccccc2)c2ccccc2)cc1